The following is a quantum chemistry calculation of a cluster of 2 separate species, C9H9F2OP in total in a non-equilibrium geometry, from OMol25.

E_HOMO (alpha / beta) = -8.854 / -8.857 eV
LUMO energy (alpha / beta) = -0.15 / -0.12 eV
Molecular weight = 202.14 g mol⁻¹
Kohn-Sham gap (alpha / beta) = 0.3198 / 0.3212 Eh
ΔE to the lowest compared entry with this formula, charge and spin = 77.4 kcal/mol

Last column: Mulliken charge in e.
Cartesian coordinates (Å):
C 0.90 2.90 0.58  -0.349
C 1.22 2.03 1.64  -0.496
C 0.29 2.50 -0.68  -0.611
C 0.99 0.64 1.40  -0.245
C 0.19 1.10 -0.87  -0.023
C 0.50 0.27 0.13  -0.087
C 0.06 -2.20 -0.22  0.038
C -1.24 -2.58 0.22  0.872
C 0.97 -2.66 -1.33  -0.492
O -0.08 -3.06 0.91  -0.440
F -1.89 -3.62 -0.48  -0.284
F 0.71 -1.96 -2.51  -0.276
P -2.28 -1.24 0.94  -0.103
H 1.10 3.93 0.74  0.363
H 1.64 2.47 2.55  0.362
H -0.05 3.14 -1.50  0.376
H 1.23 -0.12 2.20  0.324
H -0.34 0.78 -1.76  0.345
H 0.79 -3.62 -1.65  0.348
H 1.97 -2.51 -1.02  0.236
H -3.21 -2.15 1.45  0.065
H -3.14 -0.93 -0.20  0.076

=====

The following is a quantum chemistry calculation of the ion C3H8N3O2 with charge +1 in a non-equilibrium geometry, from OMol25.

E_HOMO = -14.381 eV
LUMO energy = -3.64 eV
Molecular weight = 118.12 g mol⁻¹
Total charge = +1
Kohn-Sham gap = 0.3947 Eh
SMILES string = [NH2+]=C(O)N1NCCO1
ΔE to the lowest compared entry with this formula, charge and spin = 75.4 kcal/mol

Last column: Mulliken charge in e.
Cartesian coordinates (Å):
N -0.92 -1.93 -1.30  -0.249
C -0.12 -0.91 -1.32  0.485
O 0.33 -0.35 -2.38  -0.457
N 0.61 -0.55 -0.01  0.254
N 1.12 0.71 0.00  -0.367
C 0.08 1.51 0.69  -0.398
C -0.40 0.47 1.73  -0.407
O -0.03 -0.83 1.20  -0.371
H -0.93 -2.32 -0.38  0.288
H -1.07 -2.26 -2.22  0.306
H 0.84 0.56 -2.17  0.465
H 2.06 0.69 0.38  0.242
H -0.70 1.79 0.09  0.252
H 0.43 2.50 1.16  0.347
H 0.09 0.52 2.65  0.295
H -1.39 0.40 1.89  0.314

=====

The following is a quantum chemistry calculation of the molecule C5H10N4 in a non-equilibrium geometry, from OMol25.

E_HOMO = -8.336 eV
LUMO energy = 0.84 eV
Molecular weight = 126.16 g mol⁻¹
Kohn-Sham gap = 0.3370 Eh
SMILES string = NN1CCN=C1[C@H]1CN1
ΔE to the lowest compared entry with this formula, charge and spin = 64.7 kcal/mol

Last column: Mulliken charge in e.
Cartesian coordinates (Å):
N 1.18 1.99 0.01  -0.709
N 0.98 0.65 0.27  0.267
C 2.00 -0.32 0.03  -0.583
C 1.22 -1.67 0.06  -0.482
N -0.21 -1.27 0.10  -0.612
C -0.23 0.01 0.03  0.046
C -1.50 0.71 -0.09  0.100
C -2.69 -0.13 -0.50  -0.415
N -2.50 0.16 0.86  -0.595
H 1.72 2.10 -0.85  0.230
H 1.72 2.36 0.75  0.238
H 2.79 -0.32 0.76  0.348
H 2.34 -0.19 -1.00  0.326
H 1.36 -2.35 -0.81  0.278
H 1.44 -2.13 1.03  0.253
H -1.51 1.79 -0.09  0.459
H -3.54 0.34 -0.99  0.260
H -2.45 -1.09 -0.92  0.271
H -2.09 -0.60 1.37  0.323

=====

The following is a quantum chemistry calculation of a structure of composition C6H9N4 in a non-equilibrium geometry, from OMol25.

E_HOMO (alpha / beta) = -14.164 / -14.231 eV
LUMO energy (alpha / beta) = -7.36 / -6.22 eV
Molecular weight = 137.17 g mol⁻¹
Total charge = +1
Kohn-Sham gap (alpha / beta) = 0.2500 / 0.2944 Eh
ΔE to the lowest compared entry with this formula, charge and spin = 145.8 kcal/mol

Last column: Mulliken charge in e.
Cartesian coordinates (Å):
C -2.84 -0.51 0.37  0.465
C -1.49 0.77 -0.16  0.351
C 1.08 0.44 0.49  -0.729
C 0.65 1.75 -0.08  -0.578
C 0.54 -0.78 -0.42  0.360
C 0.92 -2.25 -0.06  -1.384
N -2.82 0.75 0.21  -0.475
N -2.07 -1.43 -0.09  -0.576
N -0.76 1.88 -0.25  -0.071
N -0.96 -0.53 -0.29  0.472
H 2.13 0.37 0.54  0.440
H 0.71 0.30 1.55  0.315
H 1.03 2.59 0.62  0.334
H 1.21 2.21 -0.95  0.363
H 0.84 -0.58 -1.58  0.217
H 0.84 -2.47 1.04  0.362
H 2.06 -2.29 -0.19  0.356
H 0.36 -2.95 -0.61  0.429
H -1.42 2.71 -0.16  0.350

=====

The following is a quantum chemistry calculation of a structure of composition C28H45BrN2OP2Pd in a non-equilibrium geometry, from OMol25.

E_HOMO (alpha / beta) = -13.284 / -13.648 eV
LUMO energy (alpha / beta) = -5.88 / -8.49 eV
Molecular weight = 673.95 g mol⁻¹
Total charge = +2
Spin multiplicity = 3
Expectation value of S² = 2.02
Kohn-Sham gap (alpha / beta) = 0.2722 / 0.1895 Eh

Last column: Mulliken charge in e.
Cartesian coordinates (Å):
C 1.47 -3.40 -3.32  -0.365
C 2.21 -2.94 -2.21  0.275
C 3.53 -2.46 -2.31  -0.362
C 4.04 -2.34 -3.62  -0.536
N 3.32 -2.71 -4.68  -0.502
C 2.10 -3.26 -4.57  -0.411
C 1.60 -2.74 -0.99  0.146
C 0.89 -2.27 -0.09  0.391
C 0.33 -2.70 1.12  0.047
C -0.56 -1.79 1.70  0.414
C -0.69 -1.75 3.09  -0.386
C 0.02 -2.70 3.80  -0.123
C 0.67 -3.80 3.23  -0.493
C 0.90 -3.78 1.84  -0.858
Pd 0.16 0.16 0.69  -0.087
P 0.13 1.05 -1.53  0.445
H 4.06 -2.15 -1.42  0.500
H 0.46 -3.76 -3.17  0.514
H 5.04 -1.90 -3.75  0.386
H 1.56 -3.58 -5.47  0.384
H 1.60 -4.49 1.37  0.456
H -1.19 -1.11 1.11  0.191
H 1.04 -4.59 3.89  0.438
H -1.28 -1.00 3.60  0.702
C -0.49 2.79 -1.74  -0.408
C 0.12 3.62 -2.88  -1.403
H -0.27 3.26 -0.77  0.532
H -1.59 2.73 -1.83  0.499
H -0.29 4.65 -2.87  0.449
H 1.21 3.72 -2.77  0.302
H -0.10 3.21 -3.88  0.273
C 1.94 1.07 -1.92  0.020
C 2.26 1.06 -3.42  -1.310
H 2.31 0.15 -1.41  0.048
H 2.38 1.95 -1.41  0.214
H 3.34 1.18 -3.57  0.442
H 1.97 0.09 -3.87  0.166
H 1.75 1.89 -3.95  0.200
C -0.57 -0.07 -2.82  0.372
C -0.96 0.57 -4.16  -1.391
H -1.44 -0.53 -2.33  0.526
H 0.18 -0.87 -2.98  -0.270
H -1.49 -0.16 -4.78  0.464
H -1.64 1.42 -4.02  0.312
H -0.09 0.90 -4.73  0.276
Br 0.27 -2.30 5.70  -0.125
P 1.38 1.45 1.97  1.015
C 2.27 2.75 1.07  -0.442
C 2.70 3.89 1.99  -1.446
H 1.62 3.13 0.26  0.228
H 3.15 2.29 0.60  0.440
H 3.17 4.66 1.38  0.447
H 1.85 4.33 2.52  0.290
H 3.44 3.56 2.74  0.288
C 0.44 2.10 3.36  -0.549
C 1.21 2.30 4.66  -1.372
H -0.42 1.43 3.50  0.542
H 0.03 3.07 3.02  0.469
H 0.52 2.67 5.42  0.442
H 1.66 1.38 5.04  0.337
H 2.00 3.05 4.57  0.279
C 2.63 0.22 2.49  -0.236
C 3.91 0.88 3.00  -1.375
H 2.83 -0.43 1.62  0.260
H 2.15 -0.42 3.26  0.221
H 4.57 0.08 3.36  0.446
H 4.43 1.42 2.20  0.344
H 3.72 1.57 3.84  0.263
C -4.79 -0.59 -0.30  -0.717
N -4.39 0.80 -0.07  0.164
C -5.36 1.87 0.08  -0.815
C -3.10 0.97 0.16  -0.215
O -2.34 -0.02 0.02  -1.009
H -5.88 -0.59 -0.37  0.347
H -4.45 -1.26 0.52  0.282
H -4.35 -0.98 -1.24  0.227
H -5.30 2.35 1.07  0.344
H -5.23 2.64 -0.69  0.325
H -6.36 1.42 -0.04  0.259
H -2.76 1.99 0.39  0.567

=====

The following is a quantum chemistry calculation of a structure of composition C30H41N3S4Tc in a non-equilibrium geometry, from OMol25.

E_HOMO (alpha / beta) = -13.405 / -13.405 eV
LUMO energy (alpha / beta) = -6.48 / -6.52 eV
Molecular weight = 669.95 g mol⁻¹
Total charge = +2
Spin multiplicity = 2
Expectation value of S² = 0.76
Kohn-Sham gap (alpha / beta) = 0.2546 / 0.2530 Eh
ΔE to the lowest compared entry with this formula, charge and spin = 0.0 kcal/mol

Last column: Mulliken charge in e.
Cartesian coordinates (Å):
Tc 0.95 -1.50 0.38  0.646
C 0.52 1.77 3.38  -1.215
C 1.52 0.65 3.65  -0.869
S 2.30 -0.02 2.15  0.197
C 3.30 -1.29 2.97  -0.945
C 2.55 -2.55 3.38  -0.866
S 1.58 -3.22 2.00  0.030
C 0.08 -3.86 2.79  -0.686
C -1.13 -3.55 1.93  -0.935
S -1.27 -1.79 1.52  0.201
C -1.37 -1.16 3.21  -0.091
C -1.86 0.29 3.23  -1.358
S -0.82 1.39 2.25  0.557
H 1.02 2.63 2.92  0.361
H 0.09 2.09 4.32  0.569
H 1.05 -0.17 4.20  0.464
H 2.34 1.04 4.24  0.594
H 3.74 -0.83 3.86  0.571
H 4.11 -1.50 2.28  0.585
H 1.88 -2.38 4.22  0.524
H 3.27 -3.31 3.67  0.503
H -0.01 -3.43 3.79  0.397
H 0.19 -4.94 2.90  0.506
H -2.05 -3.87 2.42  0.520
H -1.07 -4.07 0.97  0.441
H -0.38 -1.24 3.65  -0.455
H -2.06 -1.80 3.76  0.716
H -1.92 0.65 4.25  0.626
H -2.84 0.37 2.78  0.326
C 4.56 -3.47 -1.10  -1.185
C 4.25 -3.60 -2.44  -0.480
C 3.13 -2.96 -2.94  -0.896
C 2.33 -2.22 -2.08  0.530
N 2.59 -2.15 -0.76  0.272
C 3.71 -2.75 -0.30  0.170
C 1.20 -1.38 -2.55  0.540
C 0.95 -1.21 -3.87  -0.599
C -0.02 -0.27 -4.27  -1.345
C -0.64 0.48 -3.33  -0.510
C -0.35 0.26 -1.95  -0.395
N 0.51 -0.70 -1.56  0.143
H 5.44 -3.93 -0.67  0.454
H 4.88 -4.19 -3.10  0.469
H 2.88 -3.04 -3.98  0.422
H 3.92 -2.63 0.75  0.092
H 1.50 -1.76 -4.62  0.401
H -0.23 -0.12 -5.32  0.483
H -1.35 1.25 -3.59  0.699
H -0.57 0.97 -0.07  -1.250
C -3.86 0.57 0.26  -1.013
C -3.91 0.84 -1.24  0.390
C -3.58 -0.43 -2.03  -1.444
C -3.09 2.08 -1.57  0.392
C -3.78 3.19 -2.02  -1.198
C -3.15 4.40 -2.24  -1.436
C -1.79 4.52 -1.99  -1.297
C -1.04 3.42 -1.56  0.556
C 0.45 3.66 -1.35  0.436
C 1.38 2.90 -2.31  -1.440
C 0.90 3.43 0.10  -1.032
C -1.71 2.21 -1.37  -0.009
N -0.90 1.05 -1.03  2.967
H -4.49 -0.28 0.52  0.486
H -4.22 1.44 0.82  0.481
H -2.84 0.36 0.56  -0.319
H -4.94 1.10 -1.48  0.744
H -2.68 -0.93 -1.65  0.068
H -3.44 -0.22 -3.09  0.338
H -4.41 -1.13 -1.94  0.540
H -4.85 3.12 -2.18  0.478
H -3.71 5.26 -2.59  0.418
H -1.29 5.47 -2.15  0.453
H 0.60 4.71 -1.56  0.811
H 1.51 1.85 -2.02  0.159
H 2.37 3.36 -2.29  0.491
H 1.01 2.94 -3.34  0.358
H 1.10 2.37 0.30  -0.189
H 0.15 3.79 0.81  0.441
H 1.83 3.98 0.30  0.439

=====

The lowest molecular weight belongs to which entry?
C3H8N3O2